(1)
A molecular structure, C56H45N5NaO12P3 in a non-equilibrium geometry, computed with the ωB97M-V functional and the def2-TZVPD basis.

Output
- 2S+1: 1
- LUMO level: 0.1286 hartree
- Charge: -2
- Gap between HOMO and LUMO: 6.35 eV

Element x y z (Å)
Na  -0.676  -0.588  0.602
N  0.636  -0.850  -2.623
P  -0.775  -1.722  -2.139
C  -0.408  -3.441  -2.713
C  -1.050  -4.514  -2.094
C  -0.805  -5.820  -2.503
C  0.094  -6.069  -3.532
C  0.752  -5.006  -4.139
C  0.501  -3.702  -3.732
C  -1.878  -1.287  -3.606
C  -2.894  -2.168  -3.996
C  -3.859  -1.797  -4.920
C  -3.841  -0.525  -5.480
C  -2.853  0.369  -5.098
C  -1.891  -0.007  -4.166
P  1.134  0.334  -1.393
C  1.712  1.632  -2.571
C  1.702  2.950  -2.108
C  2.074  4.001  -2.933
C  2.457  3.756  -4.245
C  2.468  2.451  -4.721
C  2.100  1.399  -3.892
C  2.758  -0.358  -0.831
C  2.921  -0.602  0.532
C  4.083  -1.179  1.019
C  5.105  -1.523  0.143
C  4.961  -1.268  -1.214
C  3.795  -0.683  -1.693
H  0.447  -0.382  -3.500
H  -1.725  -4.317  -1.266
H  -1.303  -6.646  -2.008
H  0.283  -7.086  -3.855
H  1.470  -5.194  -4.930
H  1.032  -2.874  -4.189
H  -2.926  -3.163  -3.564
H  -4.636  -2.500  -5.199
H  -4.599  -0.230  -6.197
H  -2.835  1.370  -5.515
H  -1.150  0.729  -3.866
H  1.426  3.130  -1.073
H  2.068  5.015  -2.550
H  2.753  4.574  -4.891
H  2.770  2.248  -5.742
H  2.119  0.391  -4.291
H  2.127  -0.331  1.220
H  4.187  -1.365  2.081
H  6.010  -1.984  0.521
H  5.763  -1.521  -1.899
H  3.705  -0.481  -2.754
O  -0.112  0.272  4.394
C  0.138  0.785  3.293
O  -0.546  0.548  2.232
C  1.285  1.816  3.272
C  1.805  2.122  4.497
C  2.826  3.074  4.673
C  3.387  3.693  3.569
C  2.919  3.391  2.318
C  1.765  2.514  2.076
O  1.220  2.439  0.967
N  3.585  4.054  1.210
O  4.120  5.147  1.419
O  3.601  3.514  0.121
N  3.292  3.407  5.982
O  2.751  2.885  6.954
O  4.219  4.210  6.104
H  1.405  1.606  5.357
H  4.192  4.400  3.687
N  -3.325  1.661  2.022
P  -2.101  1.980  0.829
C  -3.185  3.048  -0.290
C  -3.955  4.126  0.151
C  -4.743  4.852  -0.730
C  -4.764  4.520  -2.083
C  -3.994  3.463  -2.540
C  -3.216  2.732  -1.646
C  -1.306  3.441  1.627
C  -0.605  4.330  0.810
C  0.050  5.425  1.345
C  0.006  5.663  2.715
C  -0.688  4.791  3.537
C  -1.330  3.679  2.997
C  -3.520  0.431  2.623
C  -4.003  0.344  3.937
C  -4.242  -0.901  4.472
C  -3.991  -2.038  3.707
C  -3.508  -1.856  2.427
N  -3.295  -0.654  1.885
H  -3.547  2.442  2.618
H  -3.922  4.423  1.195
H  -5.336  5.684  -0.365
H  -5.384  5.083  -2.771
H  -4.000  3.204  -3.593
H  -2.626  1.892  -2.000
H  -0.565  4.140  -0.258
H  0.613  6.089  0.698
H  0.534  6.508  3.141
H  -0.699  4.944  4.610
H  -1.794  2.968  3.672
H  -4.153  1.245  4.520
H  -4.606  -0.992  5.488
H  -4.156  -3.032  4.100
H  -3.260  -2.701  1.793
O  -4.173  -1.310  -0.854
H  -3.830  -0.957  -0.012
H  -3.379  -1.585  -1.326
O  0.775  -2.405  -0.408
C  0.193  -2.985  0.554
O  -0.940  -2.696  0.989
C  0.968  -4.106  1.207
C  0.700  -4.454  2.522
C  1.403  -5.483  3.157
C  2.346  -6.137  2.406
O  3.153  -7.190  2.782
C  3.958  -7.493  1.646
O  3.601  -6.615  0.593
C  2.612  -5.791  1.097
C  1.951  -4.773  0.464
H  -0.063  -3.896  3.052
H  1.221  -5.748  4.191
H  3.782  -8.527  1.339
H  5.013  -7.358  1.900
H  2.167  -4.470  -0.554

***

(2)
A molecular structure, C56H46HfNPSb2, computed with the ωB97M-V functional and the def2-TZVPD basis.

Output
- 2S+1: 1
- LUMO level: -0.2270 hartree
- Charge: +2
- Gap between HOMO and LUMO: 7.12 eV

Element x y z (Å)
Hf  -0.227  -0.142  0.620
C  -4.616  -4.009  -3.487
C  -5.137  -3.268  -2.434
C  -4.286  -2.677  -1.513
C  -2.909  -2.833  -1.652
C  -2.385  -3.569  -2.714
C  -3.243  -4.161  -3.628
P  -1.757  -2.170  -0.446
C  -2.716  -0.815  0.330
C  -3.264  -0.871  1.618
C  -4.066  0.165  2.076
C  -4.314  1.265  1.266
C  -3.774  1.337  -0.012
C  -2.980  0.302  -0.484
C  -1.599  -3.354  0.900
C  -2.393  -4.468  0.999
C  -2.233  -5.362  2.078
C  -1.271  -5.128  3.018
C  -0.422  -3.995  2.926
C  0.623  -3.784  3.862
C  1.489  -2.740  3.721
C  1.317  -1.831  2.654
C  0.273  -1.935  1.749
C  -0.588  -3.081  1.864
H  -5.285  -4.470  -4.201
H  -6.207  -3.154  -2.330
H  -4.698  -2.104  -0.691
H  -1.314  -3.686  -2.830
H  -2.841  -4.737  -4.450
H  -3.068  -1.729  2.249
H  -4.499  0.112  3.066
H  -4.943  2.067  1.631
H  -3.992  2.180  -0.654
H  -2.638  0.323  -1.511
H  -3.144  -4.674  0.246
H  -2.866  -6.236  2.146
H  -1.129  -5.818  3.840
H  0.741  -4.488  4.676
H  2.314  -2.613  4.410
H  2.056  -1.041  2.568
C  1.254  3.085  -2.202
C  2.694  2.991  -1.723
C  2.874  2.965  -0.211
Sb  2.549  1.141  0.852
C  4.239  0.024  0.346
C  4.424  -0.376  -0.978
C  5.564  -1.084  -1.330
C  6.508  -1.403  -0.363
C  6.315  -1.021  0.955
C  5.179  -0.306  1.316
C  2.967  1.841  2.788
C  4.054  2.706  2.932
C  4.379  3.216  4.180
C  3.626  2.862  5.291
C  2.553  1.994  5.155
C  2.225  1.483  3.907
Sb  0.129  1.283  -2.087
C  -1.564  1.858  -3.184
C  -2.037  1.048  -4.213
C  -3.168  1.426  -4.925
C  -3.822  2.610  -4.612
C  -3.350  3.420  -3.588
C  -2.223  3.044  -2.870
C  1.203  0.048  -3.382
C  1.595  -1.215  -2.944
C  2.344  -2.042  -3.771
C  2.697  -1.606  -5.040
C  2.305  -0.349  -5.485
C  1.560  0.480  -4.659
H  1.212  3.309  -3.270
H  0.701  3.873  -1.688
H  3.224  3.871  -2.098
H  3.191  2.139  -2.195
H  2.262  3.719  0.288
H  3.915  3.180  0.035
H  3.687  -0.152  -1.743
H  5.714  -1.388  -2.358
H  7.397  -1.955  -0.639
H  7.050  -1.276  1.707
H  5.044  -0.004  2.348
H  4.667  2.985  2.083
H  5.221  3.887  4.284
H  3.881  3.261  6.264
H  1.969  1.713  6.022
H  1.383  0.811  3.827
H  -1.526  0.127  -4.473
H  -3.533  0.800  -5.728
H  -4.698  2.906  -5.174
H  -3.854  4.349  -3.355
H  -1.867  3.691  -2.075
H  1.318  -1.573  -1.954
H  2.650  -3.021  -3.426
H  3.279  -2.247  -5.688
H  2.579  -0.016  -6.477
H  1.255  1.455  -5.023
N  -3.315  4.964  5.274
C  -2.784  4.209  4.590
C  -2.124  3.259  3.734
C  -1.860  1.971  4.200
C  -1.224  1.074  3.361
C  -0.893  1.395  2.036
C  -1.176  2.697  1.604
C  -1.765  3.632  2.441
H  -2.139  1.697  5.209
H  -1.012  0.079  3.744
H  -0.946  3.008  0.585
H  -1.967  4.638  2.098

***

(3)
A molecular structure, C56H48IrN3O3P3S3Sb, computed with the ωB97M-V functional and the def2-TZVPD basis.

Output
- 2S+1: 1
- LUMO level: -0.1770 hartree
- Charge: +2
- Gap between HOMO and LUMO: 5.82 eV

Element x y z (Å)
Ir  -0.016  0.777  -0.427
O  -1.183  3.962  -0.453
C  -0.320  4.971  -0.136
C  -0.652  6.280  0.195
C  0.371  7.177  0.456
C  1.703  6.787  0.391
C  2.013  5.470  0.111
C  1.001  4.543  -0.126
P  1.417  2.783  -0.299
C  2.396  2.507  1.225
C  2.080  3.232  2.374
C  2.716  2.961  3.576
C  3.669  1.958  3.655
C  3.978  1.214  2.526
C  3.343  1.479  1.322
C  2.616  2.947  -1.678
C  4.002  2.929  -1.530
C  4.829  3.208  -2.610
C  4.286  3.528  -3.844
C  2.908  3.595  -3.990
C  2.081  3.317  -2.915
C  -2.546  4.022  -0.484
C  -3.289  5.097  -0.961
C  -4.669  5.023  -0.915
C  -5.303  3.894  -0.410
C  -4.550  2.807  -0.012
C  -3.154  2.848  -0.065
P  -2.203  1.326  0.302
C  -3.405  0.138  -0.497
C  -3.496  0.436  -1.796
C  -3.898  -2.178  -2.686
C  -4.112  -2.725  -1.497
C  -4.539  -2.088  -0.257
C  -4.186  -0.883  0.200
C  -2.430  1.160  2.099
C  -2.486  -0.098  2.696
C  -2.742  -0.216  4.053
C  -2.901  0.921  4.833
C  -2.815  2.177  4.251
C  -2.593  2.297  2.888
H  -1.679  6.596  0.257
H  0.121  8.198  0.709
H  2.491  7.504  0.572
H  3.049  5.155  0.095
H  1.338  4.019  2.334
H  2.465  3.541  4.453
H  4.168  1.755  4.593
H  4.720  0.427  2.581
H  3.573  0.882  0.454
H  4.455  2.728  -0.575
H  5.903  3.196  -2.477
H  4.933  3.759  -4.679
H  2.474  3.886  -4.937
H  1.009  3.412  -3.036
H  -2.798  5.958  -1.383
H  -5.257  5.853  -1.282
H  -6.382  3.852  -0.358
H  -5.053  1.914  0.333
H  -3.044  1.351  -2.160
H  -3.533  -2.769  -3.515
H  -3.935  -3.795  -1.436
H  -5.155  -2.702  0.390
H  -4.554  -0.593  1.177
H  -2.353  -0.988  2.091
H  -2.820  -1.197  4.505
H  -3.100  0.828  5.892
H  -2.943  3.065  4.855
H  -2.564  3.281  2.437
O  0.654  0.322  1.802
N  0.923  -1.067  1.835
C  0.274  -1.630  2.769
C  0.296  -3.090  2.778
C  0.324  -3.763  3.997
C  0.570  -5.124  4.038
C  0.816  -5.812  2.857
C  0.747  -5.155  1.640
C  0.435  -3.797  1.579
P  0.278  -3.112  -0.109
C  -0.745  -4.309  -1.021
C  -1.465  -5.326  -0.398
C  -2.254  -6.184  -1.150
C  -2.331  -6.037  -2.526
C  -1.648  -5.000  -3.148
C  -0.881  -4.125  -2.399
C  2.006  -3.252  -0.674
C  2.336  -3.661  -1.963
C  3.655  -3.947  -2.290
C  4.651  -3.843  -1.333
C  4.331  -3.421  -0.047
C  3.019  -3.117  0.278
H  1.538  0.730  1.709
H  -0.259  -1.054  3.520
H  0.191  -3.204  4.915
H  0.600  -5.642  4.986
H  1.051  -6.867  2.881
H  0.928  -5.714  0.730
H  -1.437  -5.453  0.674
H  -2.808  -6.969  -0.655
H  -2.936  -6.716  -3.112
H  -1.728  -4.858  -4.218
H  -0.437  -3.265  -2.885
H  1.573  -3.804  -2.713
H  3.894  -4.288  -3.288
H  5.671  -4.106  -1.579
H  5.101  -3.353  0.710
H  2.776  -2.808  1.285
S  -4.149  -0.479  -3.149
Sb  -1.503  -0.258  -4.131
S  -0.674  1.362  -2.620
S  -0.870  -1.487  -0.579
N  3.930  -0.582  -1.736
C  2.656  -0.193  -1.927
N  2.224  -0.026  -3.183
O  1.925  -0.040  -0.916
H  4.490  -0.878  -2.516
H  4.157  -0.983  -0.841
H  2.898  0.042  -3.928
H  1.352  0.489  -3.293

***

(4)
A molecular structure, C56H49MnN4OP2S in a non-equilibrium geometry, computed with the ωB97M-V functional and the def2-TZVPD basis.

Output
- 2S+1: 5
- LUMO level (spin up / spin down): -0.2526 / -0.1915 hartree
- Charge: +2
- Gap between HOMO and LUMO (spin up / spin down): 5.77 / 7.70 eV

Element x y z (Å)
Mn  0.381  0.595  0.707
C  -0.475  -3.994  -3.781
C  0.764  -3.078  -3.886
C  1.594  -3.497  -5.105
C  0.289  -1.638  -4.018
C  -0.160  -1.093  -5.219
C  -0.563  0.229  -5.317
C  -0.512  1.064  -4.213
C  -0.083  0.547  -2.999
P  0.232  1.536  -1.503
C  -0.638  3.082  -1.903
C  -2.016  3.086  -1.661
C  -2.778  4.189  -2.011
C  -2.164  5.294  -2.589
C  -0.796  5.293  -2.825
C  -0.028  4.187  -2.486
C  2.012  1.928  -1.668
C  2.814  1.426  -2.691
C  4.156  1.770  -2.748
C  4.711  2.597  -1.781
C  3.921  3.094  -0.754
C  2.579  2.760  -0.697
C  0.269  -0.801  -2.915
O  0.612  -1.217  -1.651
C  1.344  -2.375  -1.527
C  1.875  -2.603  -0.261
C  2.767  -3.655  -0.082
C  3.077  -4.470  -1.156
C  2.452  -4.282  -2.381
C  1.562  -3.235  -2.597
P  1.299  -1.604  1.155
C  2.880  -1.349  2.021
C  3.907  -0.743  1.292
C  5.123  -0.483  1.898
C  5.317  -0.822  3.231
C  4.296  -1.412  3.959
C  3.070  -1.669  3.361
C  0.353  -2.798  2.158
C  -0.353  -2.278  3.244
C  -1.071  -3.108  4.085
C  -1.108  -4.473  3.836
C  -0.429  -4.997  2.746
C  0.300  -4.166  1.906
H  -1.082  -3.908  -4.683
H  -1.091  -3.727  -2.920
H  -0.162  -5.033  -3.672
H  1.026  -3.380  -6.025
H  1.861  -4.550  -5.038
H  2.509  -2.908  -5.183
H  -0.201  -1.715  -6.103
H  -0.900  0.614  -6.270
H  -0.790  2.106  -4.299
H  -2.477  2.210  -1.213
H  -3.847  4.188  -1.843
H  -2.756  6.158  -2.860
H  -0.327  6.151  -3.286
H  1.036  4.179  -2.686
H  2.395  0.776  -3.448
H  4.767  1.395  -3.559
H  5.759  2.861  -1.832
H  4.356  3.741  -0.004
H  1.954  3.163  0.093
H  3.214  -3.827  0.889
H  3.792  -5.272  -1.037
H  2.672  -4.974  -3.181
H  3.751  -0.479  0.250
H  5.919  -0.015  1.335
H  6.268  -0.616  3.705
H  4.452  -1.672  4.998
H  2.266  -2.113  3.933
H  -0.334  -1.211  3.419
H  -1.604  -2.698  4.933
H  -1.671  -5.126  4.489
H  -0.461  -6.060  2.548
H  0.804  -4.597  1.054
C  -1.142  5.975  2.350
C  -0.164  4.981  2.840
N  0.568  5.093  3.893
N  1.302  3.948  3.956
C  1.035  3.104  2.960
S  1.705  1.596  2.650
N  0.101  3.766  2.221
N  -0.451  3.220  1.074
H  -1.129  6.830  3.020
H  -2.150  5.556  2.338
H  -0.892  6.311  1.342
H  1.941  3.805  4.721
H  -0.347  3.864  0.292
H  -1.444  3.045  1.218
C  -5.676  -2.926  0.115
C  -5.011  -2.551  -1.045
C  -3.798  -1.892  -0.961
C  -3.249  -1.570  0.286
C  -3.919  -1.965  1.447
C  -5.124  -2.638  1.357
C  -1.956  -0.884  0.301
C  -1.467  0.043  1.149
C  -2.251  0.727  2.198
C  -3.534  1.201  1.881
C  -4.319  1.825  2.835
C  -3.834  2.034  4.120
C  -2.548  1.616  4.436
C  -1.764  0.978  3.487
H  -6.621  -3.449  0.056
H  -5.432  -2.793  -2.012
H  -3.271  -1.590  -1.860
H  -3.466  -1.773  2.411
H  -5.634  -2.953  2.258
H  -1.316  -1.176  -0.531
H  -3.926  1.046  0.884
H  -5.319  2.143  2.574
H  -4.454  2.515  4.865
H  -2.158  1.784  5.431
H  -0.767  0.661  3.765

***

The calculation returns the following energy above the lowest of the compared OMol25 structures with the same formula, charge and spin values, one per record and in order: 0.00, 34.19, 0.00, 0.00 kJ/mol.